Formula: C16H22NZr
Source: OMol25
Level of theory: wB97M-V/def2-TZVPD

The geometry in XYZ format:
```
40
Properties=species:S:1:pos:R:3:forces:R:3:nbo_charge:R:1
C -2.0453 -2.9675 -1.4499 0.34 0.44 0.37 0.320
C -3.1924 -2.6757 -0.5799 -0.27 0.36 0.55 -0.704
C -1.9934 -2.4100 -2.8057 0.19 0.48 -0.43 -0.706
C -1.0248 -3.9262 -1.0073 0.51 -0.11 0.39 -0.706
H -2.5144 -3.0523 -3.5381 0.03 -0.01 0.15 0.265
H -0.9592 -2.3074 -3.1683 -0.27 -0.13 0.08 0.235
H -2.4820 -1.4250 -2.8594 0.04 -0.31 0.01 0.236
H -4.0186 -3.3942 -0.7228 0.11 0.00 -0.12 0.259
H -3.6111 -1.6784 -0.7763 0.05 -0.25 -0.03 0.234
H -2.9126 -2.7342 0.4821 -0.12 -0.08 -0.32 0.238
H -1.2864 -4.9650 -1.2763 -0.05 0.13 -0.08 0.262
H -0.9103 -3.9105 0.0865 -0.10 -0.08 -0.30 0.237
H -0.0451 -3.7258 -1.4636 -0.21 -0.07 0.01 0.235
C -0.2534 2.9487 0.3867 -0.35 -0.16 -0.40 -0.341
C -0.3238 2.3037 -0.8874 -1.21 0.25 0.30 -0.306
C -1.3203 1.2788 -0.8073 -0.25 0.49 0.60 -0.309
H 0.1777 2.6380 -1.7942 -0.10 -0.25 0.39 0.253
C -1.8317 1.2474 0.5383 -0.21 0.84 -0.70 -0.345
C -1.1918 2.3095 1.2677 -0.41 -0.36 -0.48 -0.367
H -1.4288 2.6221 2.2863 0.18 -0.24 -0.38 0.256
H 0.2828 3.8668 0.5959 0.09 -0.30 0.01 0.244
H -1.7081 0.6996 -1.6438 0.34 -0.05 0.34 0.246
H -2.6333 0.6001 0.9001 0.34 0.24 -0.15 0.254
C 2.6440 -0.3981 0.8741 -0.29 -0.54 -0.49 -0.367
C 2.8077 0.7778 0.0648 -0.05 -0.28 -0.42 -0.345
C 2.0499 0.6034 -1.1363 0.68 -1.09 0.09 -0.308
H 3.5170 1.5763 0.2493 -0.30 -0.03 0.05 0.246
C 1.4280 -0.6848 -1.0818 0.63 -0.15 0.47 -0.310
C 1.7564 -1.2933 0.1809 0.78 0.15 -0.79 -0.338
H 1.4623 -2.2953 0.4996 0.09 0.40 -0.12 0.252
H 3.1570 -0.6071 1.8143 -0.34 0.14 -0.32 0.257
H 2.0759 1.2625 -2.0020 -0.16 -0.19 0.40 0.253
H 0.8904 -1.1712 -1.8948 -0.09 0.28 0.39 0.244
Zr 0.5033 0.6866 0.7260 -0.11 -0.06 -0.08 1.327
C 2.7256 3.7224 3.5390 0.44 0.71 0.24 -0.739
C 2.0382 2.6749 2.8350 -1.30 -2.08 -0.09 0.456
N 1.4382 1.7809 2.3877 1.57 2.30 1.02 -0.453
H 2.7174 4.6563 2.9666 -0.07 -0.18 0.01 0.274
H 3.7736 3.4549 3.7106 -0.21 -0.08 -0.02 0.280
H 2.2415 3.9113 4.5037 0.07 -0.11 -0.16 0.279
```
Positions in Å, forces in eV/Å.

Calculated values
Charge: +1
Frontier orbital gap (alpha / beta) (eV): 3.2 / 3.1
Highest occupied orbital energy (alpha / beta) (eV): -7.78 / -7.77
E_LUMO (alpha / beta) (eV): -4.617 / -4.632

Formula: C18H11B2BrF14IMnN4O4S3
Source: OMol25
Level of theory: wB97M-V/def2-TZVPD

The geometry in XYZ format:
```
59
Properties=species:S:1:pos:R:3:forces:R:3:lowdin_spin:R:1
Mn -0.1863 0.2258 -0.0676 -0.21 0.96 0.49 3.015
N -1.3355 1.4930 3.6406 0.09 0.27 -0.50 0.007
C -1.3135 0.1744 4.0402 0.19 -0.95 -0.36 -0.002
C -1.5705 -0.4289 5.2627 0.00 -0.09 0.03 0.001
C -1.4566 -1.8042 5.3114 -0.05 0.22 0.02 0.000
C -1.1051 -2.5542 4.1847 0.11 0.00 -0.12 0.001
C -0.8320 -1.9661 2.9676 -0.01 0.05 0.03 0.001
C -0.9357 -0.5775 2.9021 -0.17 -0.25 0.84 -0.002
N -0.7286 0.3075 1.8676 -0.07 0.99 -0.22 -0.033
C -0.9837 1.5284 2.3437 0.05 -0.50 0.12 0.008
C -0.8452 2.6292 1.4294 -0.22 1.04 -0.05 -0.001
C -1.2847 3.9238 1.4648 0.28 -0.59 -0.12 0.004
S -0.9450 4.7003 -0.0220 0.22 -0.45 0.17 0.002
C -0.2248 3.2741 -0.6018 0.06 0.29 -0.12 0.007
N -0.2302 2.2814 0.2446 -0.14 -0.37 0.08 -0.026
H -1.5617 2.2790 4.2310 0.03 0.02 -0.13 0.000
H -1.8422 0.1421 6.1358 -0.05 0.08 0.09 0.000
H -1.6452 -2.3202 6.2395 -0.04 0.00 0.10 0.000
H -1.0395 -3.6256 4.2817 0.01 -0.13 -0.05 0.000
H -0.5632 -2.5567 2.1063 0.01 -0.02 -0.06 0.000
H -1.7911 4.4311 2.2618 -0.14 0.10 0.14 0.000
H 0.1889 3.2110 -1.5908 0.02 -0.13 -0.26 0.000
F 1.8837 1.3159 -3.6007 0.90 0.00 0.15 -0.001
B 0.5929 1.0807 -3.6882 0.09 0.18 -0.54 -0.001
F 0.5102 0.4734 -1.6615 0.38 -0.05 0.24 0.089
F 0.1499 0.0220 -4.2878 -0.07 -0.66 -0.21 0.000
F -0.2006 2.1108 -3.4692 -0.72 0.62 0.27 0.000
F -3.1689 -0.8842 1.0087 -0.11 0.08 -0.02 0.000
C -3.3803 -1.5780 -0.1409 -0.17 0.07 0.90 0.002
F -2.8170 -2.7536 0.0369 0.12 0.02 -0.32 0.000
F -4.6797 -1.7050 -0.2732 0.09 0.04 -0.39 0.001
S -2.6455 -0.4794 -1.5102 -0.81 -1.75 -1.59 0.009
O -1.9312 0.5263 -0.6814 0.99 1.39 0.92 0.005
O -3.7402 0.0969 -2.1921 -0.58 0.51 0.23 -0.013
N -1.5547 -1.1829 -2.3677 0.04 0.32 0.74 -0.003
S -2.2002 -2.3903 -3.2015 -1.12 0.51 -1.33 0.000
O -1.2804 -3.3704 -3.6298 0.67 -0.09 0.01 0.000
O -3.3992 -2.7401 -2.5035 -0.64 -0.77 -0.13 0.001
C -2.7878 -1.4839 -4.7900 0.18 -0.39 0.32 -0.001
F -2.2077 -2.0163 -5.8520 0.18 -0.15 -0.08 0.000
F -4.0982 -1.6134 -4.9101 -0.14 -0.02 0.10 0.000
F -2.4802 -0.1947 -4.7399 -0.07 0.16 0.00 0.000
F -0.5077 -1.4812 -0.0407 0.51 -0.14 0.52 0.080
B 0.5989 -3.2607 -0.7980 0.38 -0.04 -0.08 0.000
F -0.4305 -4.0235 -0.9780 -0.74 -0.44 -0.12 0.000
F 1.1310 -2.5337 -1.7411 0.28 0.34 -0.73 0.000
F 1.2495 -3.3227 0.3477 0.37 -0.17 0.90 0.000
Br 5.2637 -0.3250 2.3767 0.29 -0.06 0.17 -0.018
C 5.1590 0.7198 0.8184 -0.64 -0.26 0.19 -0.001
C 6.2655 1.3886 0.3187 -0.16 -0.06 0.00 0.000
C 6.1416 2.1443 -0.8368 -0.10 -0.03 0.00 0.000
C 4.9212 2.2286 -1.4883 0.03 -0.04 0.08 0.000
C 3.8093 1.5618 -0.9920 -0.31 -0.12 0.02 0.000
C 3.9353 0.8138 0.1616 -0.28 0.01 -0.05 -0.005
I 2.2263 -0.2929 0.9805 1.18 0.40 -0.13 -0.124
H 7.2079 1.3037 0.8364 0.08 0.00 0.04 0.000
H 7.0018 2.6631 -1.2328 0.05 0.01 0.00 0.000
H 4.8243 2.8053 -2.3947 -0.02 0.04 -0.08 0.000
H 2.8696 1.6095 -1.5168 -0.09 -0.01 -0.10 0.000
```
Positions in Å, forces in eV/Å.

Calculated values
Charge: +1
Frontier orbital gap (alpha / beta) (eV): 5.5 / 7.0
Highest occupied orbital energy (alpha / beta) (eV): -12.44 / -12.44
E_LUMO (alpha / beta) (eV): -6.907 / -5.457
Spin multiplicity: 4

Formula: CH11NO4
Source: OMol25
Level of theory: wB97M-V/def2-TZVPD

The geometry in XYZ format:
```
17
Properties=species:S:1:pos:R:3:forces:R:3:nbo_charge:R:1
N 2.0004 0.2260 -1.3005 -0.58 0.23 -0.78 -0.871
C 0.8086 0.9706 -1.4924 0.42 0.09 0.70 0.084
O 0.2842 1.5599 -0.2883 -0.39 -0.11 0.05 -0.776
H 2.8605 0.7271 -1.4127 0.20 -0.19 0.43 0.377
H 1.9112 -0.5110 -0.6221 0.47 0.05 0.17 0.393
H 0.9464 1.7841 -2.1986 0.16 -0.21 -0.40 0.165
H 0.0207 0.2923 -1.8056 -0.23 0.14 -0.17 0.164
H 0.9152 2.1349 0.1543 0.22 -0.03 -0.25 0.477
O 0.9489 -1.0550 2.0056 0.90 -1.01 -0.70 -0.951
H 1.0777 -0.1349 2.1578 -0.08 1.06 0.27 0.471
H 0.0754 -1.2733 2.2938 -0.89 -0.03 0.33 0.481
O -2.6050 -2.4303 0.2067 -0.42 -0.19 0.14 -0.952
H -2.2485 -1.5431 0.2984 0.19 0.15 0.06 0.481
H -1.9939 -2.9590 -0.3072 0.22 0.13 -0.08 0.467
O -1.7540 0.6379 1.1775 0.27 -0.61 -0.99 -0.965
H -0.9578 0.4815 0.6189 -0.19 0.40 0.82 0.487
H -2.2900 1.0924 0.5142 -0.28 0.13 0.40 0.468
```
Positions in Å, forces in eV/Å.

Calculated values
Energy above the lowest of the compared OMol25 structures with the same formula, charge and spin (eV): 0.750
Frontier orbital gap (eV): 10.4
Highest occupied orbital energy (eV): -9.92
E_LUMO (eV): 0.481
SMILES: NCO.O.O.O